No. 1
{"formula": "C22H28BN10O4STc", "method": "the ωB97M-V functional and the def2-TZVPD basis", "elements": ["Tc", "C", "C", "N", "N", "C", "B", "N", "C", "C", "C", "N", "N", "C", "C", "C", "N", "H", "H", "H", "H", "H", "H", "H", "H", "H", "H", "N", "C", "C", "C", "C", "N", "C", "N", "N", "C", "O", "O", "H", "H", "H", "H", "H", "H", "H", "H", "H", "H", "H", "H", "H", "H", "O", "C", "O", "C", "C", "C", "C", "C", "C", "S", "H", "H", "H", "H"], "coordinates": [[-0.2538, 1.1022, -0.1941], [0.4193, -3.6767, 3.6196], [-0.2892, -3.4148, 2.4410], [0.0107, -2.2140, 1.9550], [0.9118, -1.6801, 2.8060], [1.1757, -2.5415, 3.8086], [1.5328, -0.2846, 2.6248], [0.4848, 0.8358, 2.8635], [0.2668, 1.4580, 4.0238], [-0.7924, 2.3406, 3.8681], [-1.1647, 2.1993, 2.5354], [-0.4018, 1.2692, 1.9457], [2.2110, -0.1128, 1.2409], [3.4872, -0.4562, 1.0258], [3.8027, -0.2544, -0.3018], [2.6351, 0.2384, -0.8605], [1.6722, 0.3203, 0.0682], [0.3998, -4.5644, 4.2268], [-0.9801, -4.0556, 1.9130], [1.8864, -2.2865, 4.5771], [2.3751, -0.1605, 3.4688], [0.8881, 1.2450, 4.8778], [-1.1750, 3.0356, 4.5961], [-1.8906, 2.7373, 1.9454], [4.0887, -0.8185, 1.8427], [4.7459, -0.4223, -0.7894], [2.4294, 0.5475, -1.8709], [-1.1566, -0.8397, -0.1980], [-2.4361, -0.7365, 0.5305], [-3.3235, -1.9456, 0.2554], [-4.6188, -2.0538, 1.0561], [-4.4583, -2.0617, 2.5733], [-4.1052, -0.7622, 3.1581], [-4.8866, 0.3088, 3.1354], [-6.1506, 0.2182, 2.7310], [-4.4229, 1.4727, 3.6039], [-3.0613, 0.6458, 0.2986], [-4.2318, 0.8488, 0.5661], [-2.2331, 1.5643, -0.1024], [-1.3028, -1.1809, -1.1456], [-0.5559, -1.5004, 0.3282], [-2.1264, -0.7371, 1.5773], [-2.7120, -2.8342, 0.4438], [-3.5800, -1.9604, -0.8078], [-5.0994, -2.9974, 0.7879], [-5.2881, -1.2521, 0.7483], [-3.6763, -2.7548, 2.8852], [-5.3753, -2.4124, 3.0522], [-3.1562, -0.6211, 3.4647], [-6.4722, -0.6125, 2.2663], [-6.6879, 1.0541, 2.5781], [-3.4287, 1.5816, 3.7460], [-4.9382, 2.3174, 3.4221], [2.1206, 4.2399, -0.6896], [1.1916, 3.5950, -1.0927], [0.4258, 2.8902, -0.2443], [0.7824, 3.5903, -2.5325], [1.0921, 4.7427, -3.2519], [0.7475, 4.8703, -4.5848], [0.0976, 3.8248, -5.2265], [-0.1980, 2.6647, -4.5334], [0.1353, 2.5377, -3.1855], [-0.2385, 0.9499, -2.4891], [1.6120, 5.5367, -2.7334], [0.9869, 5.7778, -5.1220], [-0.1757, 3.9075, -6.2700], [-0.6889, 1.8405, -5.0345]], "e_above_lowest_kcal_mol": 0.0, "lumo_energy_ev": [-2.19, -3.83], "charge": 1, "spin_multiplicity": 4, "orbital_gap_ev": [8.2, 6.9]}

No. 2
{"formula": "C22H28BrClGdN4O3S2", "method": "the ωB97M-V functional and the def2-TZVPD basis", "elements": ["Gd", "C", "C", "C", "C", "C", "C", "C", "Br", "C", "O", "C", "C", "C", "C", "C", "C", "H", "H", "H", "H", "H", "H", "H", "H", "H", "H", "H", "H", "H", "H", "H", "H", "H", "H", "H", "H", "N", "C", "N", "C", "C", "S", "C", "C", "S", "C", "N", "N", "H", "H", "H", "H", "H", "H", "Cl", "C", "C", "O", "O", "H", "H"], "coordinates": [[-7.8363, -1.5696, 16.6679], [-2.0270, 1.6505, 14.0535], [-2.1894, 0.1303, 14.1490], [-1.7339, -0.4944, 12.8491], [-1.3513, -0.4207, 15.2468], [-3.6506, -0.3747, 14.2954], [-4.0557, -1.6205, 14.8104], [-5.3822, -1.9177, 14.7808], [-6.0379, -3.6432, 15.3823], [-6.3707, -1.0793, 14.3153], [-7.6979, -1.3154, 14.5550], [-5.9989, 0.1194, 13.6705], [-4.6223, 0.4543, 13.7621], [-7.0120, 1.0380, 12.9048], [-6.3377, 1.9177, 11.9188], [-7.7876, 1.8399, 13.9634], [-8.0116, 0.1537, 12.0589], [-0.9713, 1.8971, 14.0691], [-2.4616, 2.2187, 14.8544], [-2.4559, 2.0221, 13.1127], [-0.8454, 0.0487, 12.5783], [-2.4661, -0.3812, 12.0059], [-1.5909, -1.5053, 13.0449], [-0.2926, -0.1087, 14.9917], [-1.5312, -1.4717, 15.2435], [-1.5614, 0.0637, 16.1779], [-3.3814, -2.4173, 15.1755], [-4.3988, 1.4769, 13.4997], [-5.7321, 2.7376, 12.3184], [-7.0883, 2.4465, 11.3422], [-5.7589, 1.4229, 11.1598], [-6.9790, 2.1886, 14.6130], [-8.5878, 1.2738, 14.4933], [-8.3035, 2.6694, 13.4818], [-7.7010, -0.9346, 11.9094], [-8.1924, 0.5112, 11.0374], [-9.0035, 0.1538, 12.5484], [-6.9652, -3.0902, 20.0396], [-8.2722, -3.0296, 19.7639], [-8.8812, -2.5055, 18.6867], [-10.2794, -2.4694, 18.8435], [-10.7341, -2.9728, 20.0249], [-9.4657, -3.5416, 20.9844], [-10.9894, -1.8106, 17.7968], [-12.3359, -1.5558, 17.7171], [-12.6808, -0.9149, 16.1573], [-10.9969, -1.0207, 15.7263], [-10.2266, -1.4889, 16.6699], [-10.4904, -0.5304, 14.5417], [-6.3449, -2.4264, 19.6132], [-6.5907, -3.5391, 20.7608], [-11.7788, -3.1983, 20.2857], [-13.1700, -1.7851, 18.3444], [-11.1492, -0.5886, 13.7615], [-9.5539, -0.8846, 14.2746], [-3.1809, 0.0660, 18.5237], [-4.5336, 0.8619, 17.7781], [-5.8322, 0.0179, 17.6187], [-6.8096, 0.5231, 17.0720], [-5.8514, -1.1950, 18.0644], [-4.1859, 1.2792, 16.8259], [-4.7689, 1.7820, 18.3835]], "lumo_energy_ev": [-2.60, -5.70], "charge": 1, "spin_multiplicity": 8, "orbital_gap_ev": [8.4, 5.3]}

No. 3
{"formula": "C22H28CaF6NO22S2", "method": "the ωB97M-V functional and the def2-TZVPD basis", "elements": ["Ca", "C", "F", "F", "F", "S", "O", "O", "N", "S", "O", "O", "C", "F", "F", "F", "C", "C", "O", "C", "O", "O", "H", "H", "H", "H", "C", "C", "O", "C", "O", "O", "H", "H", "H", "H", "C", "C", "O", "C", "O", "O", "H", "H", "H", "H", "C", "C", "O", "C", "O", "O", "H", "H", "H", "H", "C", "C", "C", "O", "C", "O", "O", "H", "H", "H", "H", "H", "H", "C", "C", "C", "O", "C", "O", "O", "H", "H", "H", "H", "H", "H"], "coordinates": [[-0.0796, -0.1749, -0.1745], [0.7313, -4.0681, 1.5331], [-0.1642, -4.5042, 0.6548], [0.9009, -5.0062, 2.4476], [1.8444, -3.8191, 0.8805], [0.0952, -2.4716, 2.4276], [-0.5162, -2.8246, 3.6725], [1.3005, -1.6676, 2.4745], [-0.9004, -1.6639, 1.2793], [-2.3107, -2.4016, 1.3860], [-2.9125, -2.1845, 0.0814], [-2.3378, -3.7557, 1.8619], [-3.2230, -1.2235, 2.6148], [-2.4562, -0.9004, 3.6476], [-3.5566, -0.1268, 1.9494], [-4.3405, -1.7970, 3.0675], [1.0220, 1.4240, 4.9891], [1.2290, 2.8756, 4.4751], [1.4053, 2.6438, 3.0770], [1.2810, 1.3495, 2.7507], [1.1749, 0.9659, 1.6227], [1.2360, 0.6083, 3.8590], [0.1004, 1.2764, 5.5467], [1.8349, 1.2147, 5.6866], [2.0988, 3.3140, 4.9508], [0.3015, 3.4362, 4.5574], [2.8989, 4.6617, -0.6593], [3.2349, 4.1690, -2.0529], [2.5497, 2.9336, -2.1435], [1.7204, 2.8183, -1.1275], [1.0118, 1.8713, -0.9418], [1.7121, 3.8866, -0.3294], [2.7473, 5.7368, -0.5900], [3.6092, 4.4090, 0.1297], [4.3244, 4.1093, -2.0617], [2.9149, 4.8697, -2.8207], [-4.2028, -0.4776, -4.1020], [-4.8119, 0.3893, -3.0228], [-3.8337, 0.3089, -1.9796], [-2.6641, -0.0726, -2.4979], [-1.6152, -0.0687, -1.9399], [-2.8128, -0.4083, -3.7809], [-4.4704, -0.0652, -5.0726], [-4.5351, -1.5134, -4.0560], [-5.7142, -0.0164, -2.5669], [-4.9356, 1.4474, -3.2562], [-2.2716, 3.9782, 2.6762], [-2.7139, 4.6373, 1.3706], [-2.4725, 3.6401, 0.3851], [-2.1374, 2.4933, 0.9545], [-1.9180, 1.4667, 0.3756], [-1.8485, 2.6716, 2.2601], [-3.0746, 3.8563, 3.3998], [-1.3942, 4.4493, 3.1180], [-2.1690, 5.5506, 1.1473], [-3.7685, 4.8973, 1.4608], [-3.1182, -5.1792, -3.1056], [-1.6194, -4.8692, -3.0900], [-1.1596, -3.9530, -4.2003], [-0.2232, -3.1143, -3.5049], [-0.5437, -3.0928, -2.2017], [-0.0115, -2.3554, -1.4379], [-1.4009, -4.0824, -1.9047], [-3.3813, -5.4192, -4.1398], [-3.5693, -4.2187, -2.8639], [-3.3499, -5.9828, -2.4164], [-0.9965, -5.7652, -3.0303], [-1.9253, -3.3298, -4.6661], [-0.6596, -4.5316, -4.9747], [5.7413, 1.2928, 0.2824], [5.2118, 0.1807, -0.6255], [5.4294, -1.2782, -0.1359], [4.1179, -1.7324, 0.0795], [3.1981, -0.8235, -0.3094], [2.0325, -1.0911, -0.3293], [3.8020, 0.2927, -0.6923], [5.3742, 2.2603, -0.0682], [6.8246, 1.3602, 0.1859], [5.3915, 1.1593, 1.3054], [5.7183, 0.3026, -1.5841], [6.0672, -1.3244, 0.7471], [5.9312, -1.8537, -0.9148]], "e_above_lowest_kcal_mol": 14.2, "lumo_energy_ev": -1.79, "charge": 1, "orbital_gap_ev": 10.1}

no.,strongest force on any atom (Eh/bohr),DFT total energy (eV)
1,0.005,-60069.9568
2,0.094,-160439.2518
3,0.093,-126216.0315